Record 1
The following is a DFT calculation (the ωB97M-V functional and the def2-TZVPD basis) of a 2-piece molecular cluster, C2H3F2NO2 overall at a distorted geometry.

```
10
Properties=species:S:1:pos:R:3:lowdin_charge:R:1
C -1.172 -0.646 -1.115 0.092
C -1.095 0.496 -0.550 -0.472
N 1.562 -0.009 1.931 -0.090
O 2.591 0.002 2.527 0.036
O 1.723 0.049 0.543 -0.024
F -1.268 0.808 0.772 0.093
F -0.755 1.566 -1.235 0.133
H -1.495 -1.628 -0.721 0.103
H 0.897 0.098 0.017 0.045
H -0.988 -0.735 -2.171 0.086
```

The energy above the lowest of the compared OMol25 structures with the same formula, charge and spin is 2.6432 eV. As for the SMILES: C=C(F)F.O=NO. The HOMO-LUMO gap comes out at 10.75 eV.

=====

Record 2
The following is a DFT calculation (the ωB97M-V functional and the def2-TZVPD basis) of a 2-piece molecular cluster, C3H10N2O overall at a distorted geometry.

```
16
Properties=species:S:1:pos:R:3:lowdin_charge:R:1
O 2.370 -0.575 -1.378 -0.286
C 2.124 -1.337 -0.372 -0.557
C 0.786 -2.051 -0.071 -0.187
H 2.916 -1.695 0.343 0.035
H 0.918 -3.042 -0.538 0.031
H 0.492 -2.119 0.979 0.040
H -0.032 -1.492 -0.544 0.025
N -1.688 2.007 1.051 -0.029
C -1.312 0.995 0.047 -0.400
N 0.121 1.030 -0.203 0.004
H -2.564 1.724 1.466 0.040
H -1.763 2.903 0.594 0.041
H -1.825 1.221 -0.909 0.087
H -1.641 0.043 0.467 0.094
H 0.278 2.015 -0.357 0.045
H 0.820 0.373 -0.576 0.017
```

The energy above the lowest of the compared OMol25 structures with the same formula, charge and spin is 1.1630 eV. Its spin multiplicity is 2. Its net charge is -1. The HOMO-LUMO gap (spin up / spin down) comes out at 3.25 / 6.79 eV.

=====

Record 3
The following is a DFT calculation (the ωB97M-V functional and the def2-TZVPD basis) of C38H35BN7O6S2Zr as an isolated structure at a distorted geometry.

```
90
Properties=species:S:1:pos:R:3:lowdin_charge:R:1
Zr 7.384 -3.120 18.572 1.980
C 10.289 -7.408 18.565 -0.005
C 9.223 -6.535 18.040 -0.244
C 7.897 -7.056 17.701 0.062
C 7.244 -5.991 17.167 -0.261
N 7.984 -4.831 17.214 -0.026
N 9.217 -5.234 17.779 0.016
B 10.434 -4.318 18.336 -0.463
N 10.477 -2.878 17.836 0.023
N 9.257 -2.326 17.495 -0.002
C 9.621 -1.104 16.964 -0.236
C 10.982 -0.875 17.100 0.064
C 11.489 -2.102 17.496 -0.242
C 12.912 -2.619 17.544 0.018
C 8.810 -0.349 16.031 -0.210
C 8.807 -0.751 14.675 -0.033
C 8.261 0.058 13.704 -0.082
C 7.692 1.277 14.077 -0.072
C 7.678 1.693 15.435 -0.072
C 8.175 0.843 16.390 -0.063
N 10.161 -4.224 19.871 0.008
N 8.854 -4.185 20.242 0.020
C 8.790 -4.586 21.518 -0.177
C 10.133 -4.803 21.963 0.064
C 10.941 -4.626 20.854 -0.309
C 12.372 -4.858 20.651 -0.010
C 7.558 -4.831 22.378 -0.159
C 7.319 -3.950 23.452 -0.047
C 6.294 -4.194 24.342 -0.074
C 5.585 -5.350 24.211 -0.095
C 5.828 -6.277 23.210 -0.074
C 6.830 -6.030 22.260 -0.024
C 5.857 -6.052 16.663 -0.158
C 5.342 -5.424 15.535 -0.055
C 4.062 -5.665 15.138 -0.094
C 3.192 -6.466 15.861 -0.080
C 3.610 -7.112 17.018 -0.063
C 4.948 -6.915 17.388 -0.016
H 10.028 -8.463 18.441 0.091
H 10.531 -7.279 19.660 0.108
H 11.207 -7.091 17.955 0.115
H 7.529 -8.056 17.713 0.119
H 11.369 -4.955 18.158 0.090
H 11.508 0.044 16.699 0.162
H 13.558 -1.916 18.071 0.091
H 13.220 -2.742 16.498 0.100
H 12.957 -3.588 18.129 0.072
H 9.375 -1.611 14.381 0.117
H 8.367 -0.131 12.651 0.107
H 7.356 1.968 13.283 0.114
H 7.366 2.750 15.689 0.133
H 8.076 1.082 17.482 0.139
H 10.379 -5.256 22.900 0.118
H 12.807 -5.396 21.507 0.099
H 12.774 -3.783 20.643 0.130
H 12.610 -5.437 19.784 0.062
H 8.017 -3.182 23.675 0.107
H 5.984 -3.456 25.057 0.119
H 4.816 -5.636 24.940 0.120
H 5.208 -7.156 23.041 0.112
H 7.006 -6.747 21.490 0.107
H 5.957 -4.765 14.921 0.119
H 3.677 -5.229 14.236 0.104
H 2.125 -6.537 15.532 0.124
H 2.894 -7.654 17.619 0.105
H 5.261 -7.419 18.291 0.104
O 6.680 -1.434 22.767 -0.246
S 5.827 -1.532 21.650 0.664
O 5.410 -0.336 21.001 -0.243
N 6.347 -2.619 20.493 -0.164
C 5.601 -3.737 20.399 -0.506
O 5.908 -4.610 19.547 -0.059
C 4.465 -3.693 21.337 -0.143
C 3.456 -4.639 21.485 0.026
C 2.538 -4.386 22.504 -0.054
C 2.595 -3.275 23.317 -0.024
C 3.615 -2.336 23.108 -0.014
C 4.493 -2.586 22.109 -0.229
H 3.394 -5.502 20.779 0.146
H 1.756 -5.125 22.587 0.112
H 1.909 -3.058 24.123 0.119
H 3.604 -1.468 23.689 0.116
C 5.427 -1.331 15.746 -0.114
S 5.401 -1.519 17.469 0.494
O 6.700 -1.061 18.054 -0.407
O 4.263 -0.956 18.032 -0.184
O 5.547 -3.025 17.652 -0.443
H 5.486 -0.254 15.494 0.087
H 4.519 -1.719 15.261 0.097
H 6.279 -1.798 15.241 0.072
```

The energy above the lowest of the compared OMol25 structures with the same formula, charge and spin is 0.9449 eV. Its net charge is +1. The HOMO-LUMO gap comes out at 8.08 eV.

=====

Record 4
The following is a DFT calculation (the ωB97M-V functional and the def2-TZVPD basis) of C37H25BrFN3O9STb as an isolated structure at a distorted geometry.

```
78
Properties=species:S:1:pos:R:3:lowdin_charge:R:1
Tb -0.128 0.256 0.301 1.372
Br -3.102 0.072 -0.118 0.808
C -3.166 1.047 -1.796 -0.531
C -4.419 1.339 -2.251 -0.151
C -4.577 1.995 -3.485 -0.098
C -3.474 2.309 -4.224 -0.055
C -2.173 2.002 -3.758 -0.179
C -1.045 2.312 -4.551 -0.068
C 0.208 2.021 -4.100 -0.104
C 0.384 1.435 -2.828 -0.150
C -0.655 1.096 -1.980 -0.186
C -1.970 1.372 -2.490 -0.226
H -5.284 1.056 -1.667 0.090
H -5.571 2.234 -3.840 0.096
H -3.568 2.800 -5.187 0.103
H -1.205 2.779 -5.517 0.100
H 1.073 2.247 -4.715 0.092
H 1.411 1.260 -2.514 0.070
C 4.196 -4.814 -3.705 -0.043
C 5.078 -4.112 -2.673 -0.304
C 6.318 -3.543 -3.348 -0.152
C 7.185 -2.797 -2.344 -0.131
C 6.373 -1.700 -1.713 -0.142
C 6.966 -0.540 -1.270 0.046
C 6.196 0.460 -0.684 -0.258
F 6.819 1.579 -0.264 0.062
C 4.847 0.327 -0.529 0.081
C 4.225 -0.845 -0.974 -0.033
C 2.776 -0.979 -0.781 -0.272
O 2.119 -0.012 -0.352 -0.097
C 2.241 -2.267 -1.099 -0.001
C 3.043 -3.196 -1.680 0.031
N 4.346 -3.026 -1.988 0.026
C 4.981 -1.865 -1.572 -0.073
C 0.793 -2.698 -0.827 -0.584
O 0.522 -3.872 -1.057 0.035
O 0.020 -1.795 -0.383 -0.205
H 4.823 -5.402 -4.376 0.081
H 3.653 -4.078 -4.299 0.100
H 3.477 -5.492 -3.250 0.079
H 5.391 -4.836 -1.914 0.156
H 6.004 -2.854 -4.138 0.135
H 6.875 -4.356 -3.814 0.119
H 8.067 -2.377 -2.829 0.118
H 7.538 -3.489 -1.573 0.128
H 8.035 -0.399 -1.365 0.129
H 4.242 1.095 -0.065 0.139
H 2.590 -4.150 -1.914 0.132
S -1.259 -0.866 2.581 0.465
C -0.311 -1.640 3.838 -0.701
C 0.206 -0.893 4.902 -0.137
C 0.900 -1.509 5.931 -0.119
C 1.103 -2.883 5.920 -0.134
C 0.615 -3.630 4.855 -0.119
C -0.080 -3.019 3.821 -0.131
H 0.051 0.179 4.903 0.090
H 1.286 -0.910 6.749 0.091
H 1.637 -3.365 6.730 0.084
H 0.778 -4.702 4.829 0.091
H -0.452 -3.601 2.988 0.097
O -0.778 2.281 0.935 -0.157
C 0.238 2.447 1.661 -0.630
O 1.067 1.538 1.891 -0.092
C 0.469 3.813 2.253 -0.071
C -0.443 4.828 2.006 0.100
C -0.220 6.084 2.553 -0.111
C 0.885 6.345 3.342 0.085
C 1.781 5.317 3.570 -0.113
C 1.588 4.051 3.033 0.096
N 2.956 5.577 4.396 -0.354
O 3.754 4.675 4.548 0.090
O 3.077 6.688 4.878 0.076
N -1.169 7.162 2.292 -0.353
O -0.965 8.238 2.823 0.074
O -2.114 6.924 1.569 0.093
H -1.313 4.639 1.394 0.139
H 1.042 7.323 3.768 0.130
H 2.300 3.260 3.219 0.137
```

The energy above the lowest of the compared OMol25 structures with the same formula, charge and spin is 0.0000 eV. Its spin multiplicity is 7. Its net charge is -1. The HOMO-LUMO gap (spin up / spin down) comes out at 5.39 / 5.34 eV.

=====

Record 5
The following is a DFT calculation (the ωB97M-V functional and the def2-TZVPD basis) of one molecule with the formula C20H31FO2 at a distorted geometry.

```
54
Properties=species:S:1:pos:R:3:lowdin_charge:R:1
C -4.838 2.628 -0.496 -0.041
C -3.606 2.369 -1.346 -0.275
C -3.490 2.862 -2.616 -0.060
C -2.345 2.591 -3.334 -0.086
C -1.351 1.824 -2.804 -0.057
C -1.454 1.306 -1.528 -0.204
C -0.315 0.431 -1.032 -0.088
C 0.784 1.158 -0.233 -0.155
C 0.700 1.246 1.323 -0.278
C -0.651 1.363 2.029 -0.064
C -1.371 0.039 2.369 -0.353
C -1.807 -0.044 3.845 -0.026
F -0.643 -1.092 2.029 -0.012
O 1.665 0.432 1.951 -0.072
C 2.601 -0.169 1.038 -0.241
C 2.351 -1.674 1.196 -0.132
C 3.316 -2.565 0.335 -0.168
C 2.610 -3.317 -0.804 -0.194
C 1.816 -4.553 -0.359 -0.258
O 0.492 -4.237 0.057 -0.075
C 2.054 0.255 -0.359 -0.272
C 3.082 0.645 -1.437 -0.037
C -2.592 1.595 -0.821 -0.016
H -5.111 1.692 0.001 0.078
H -4.626 3.353 0.294 0.082
H -5.668 2.930 -1.136 0.074
H -4.268 3.451 -3.090 0.113
H -2.275 2.991 -4.340 0.107
H -0.475 1.637 -3.420 0.116
H -0.673 -0.460 -0.505 0.128
H 0.172 0.049 -1.938 0.109
H 1.056 2.144 -0.613 0.147
H 1.131 2.253 1.500 0.145
H -1.293 2.025 1.445 0.109
H -0.464 1.896 2.965 0.109
H -2.304 -0.018 1.797 0.115
H -1.387 -0.920 4.343 0.084
H -1.551 0.853 4.411 0.070
H -2.895 -0.147 3.902 0.073
H 3.626 0.128 1.275 0.154
H 2.491 -1.937 2.249 0.121
H 1.332 -1.958 0.935 0.094
H 4.114 -1.937 -0.071 0.096
H 3.714 -3.321 1.016 0.105
H 1.932 -2.688 -1.393 0.104
H 3.387 -3.660 -1.501 0.110
H 2.331 -5.104 0.429 0.119
H 1.723 -5.208 -1.239 0.110
H 0.042 -3.755 -0.644 0.081
H 1.674 -0.693 -0.749 0.090
H 2.568 0.609 -2.403 0.077
H 3.867 -0.116 -1.455 0.069
H 3.538 1.621 -1.251 0.081
H -2.720 1.201 0.182 0.095
```

As for the SMILES: Cc1cccc(C[C@@H]2[C@@H](C)[C@H](CCCCO)O[C@@H]2C[C@H](C)F)c1. The HOMO-LUMO gap comes out at 9.60 eV.

=====

Record 6
The following is a DFT calculation (the ωB97M-V functional and the def2-TZVPD basis) of one molecule with the formula C6H9N.

```
16
Properties=species:S:1:pos:R:3:lowdin_charge:R:1
C 2.364 0.467 -0.044 -0.075
C 1.637 -0.796 0.071 -0.207
C 1.095 -1.915 0.248 0.039
C -0.131 -0.991 -0.504 -0.256
N -1.104 -0.621 0.488 -0.117
C -2.273 0.078 -0.007 -0.142
C -1.252 0.782 0.810 -0.142
H 2.347 0.839 -1.070 0.085
H 3.405 0.260 0.224 0.091
H 1.970 1.237 0.625 0.081
H 0.077 -0.151 -1.203 0.119
H -0.523 -1.790 -1.128 0.110
H -3.217 -0.244 0.423 0.102
H -2.315 0.341 -1.065 0.106
H -0.637 1.508 0.272 0.102
H -1.442 0.995 1.860 0.104
```

The energy above the lowest of the compared OMol25 structures with the same formula, charge and spin is 5.6614 eV. The HOMO-LUMO gap comes out at 10.34 eV.